(1)
The following is a quantum chemistry calculation of a structure of composition C14H10Co2N2O6, from the Open Molecules 2025 dataset.

Summary:
Charge: -2
DFT total energy, eV: -105195.5002
Kohn-Sham gap, eV: 5.37
Energy relative to the best compared isomer or geometry (same formula, charge and spin), kcal per mole: 0.0
LUMO energy, hartree: 0.1877
Largest force on an atom, Eh/bohr: 0.1154

Structure (XYZ):
```
34
Properties=species:S:1:pos:R:3:forces:R:3
C 1.61969 -3.80409 -0.09461 0.781 -0.049 0.098
C 0.24643 -3.29758 -0.01810 -2.907 0.712 -0.125
N -0.77389 -4.13839 -0.34356 0.798 -0.193 0.152
C -1.91717 -3.43440 -0.19119 1.374 1.891 0.465
C -3.24094 -4.06676 -0.41635 -0.143 -0.121 -0.017
C -1.54284 -2.11710 0.20678 -0.513 -1.823 -0.245
N -0.18546 -2.03810 0.34515 -0.328 -2.779 -1.871
H 2.32248 -2.97604 -0.17770 0.205 -0.064 0.040
H 1.85709 -4.40936 0.78879 0.201 0.104 0.038
H 1.72747 -4.47274 -0.95797 -0.011 0.228 0.084
H -4.01447 -3.31074 -0.55089 -0.143 -0.005 0.030
H -3.21424 -4.70693 -1.30512 -0.025 0.096 -0.006
H -3.51996 -4.71793 0.42289 -0.098 0.079 -0.023
H -2.22485 -1.30907 0.41419 0.123 0.382 0.076
O -2.60638 3.95138 1.46907 0.282 0.379 -0.517
C -1.60750 3.98455 0.89014 0.374 -0.929 1.001
Co -0.10390 3.87180 -0.03434 -1.278 1.107 0.005
C -0.95413 3.24208 -1.43155 -0.229 -0.951 -1.647
O -1.57670 2.80702 -2.30259 0.297 0.406 0.627
C 0.03124 5.66245 -0.16078 1.143 -0.481 -0.013
O 0.08644 6.80453 -0.31704 -0.325 -0.076 0.027
C 0.38877 2.32989 1.26044 -1.525 -0.022 1.706
C 0.61515 0.98448 1.06586 -1.873 -2.624 2.178
C 0.50849 -0.33791 1.43583 0.685 3.647 1.048
Co 1.66429 2.02314 0.01461 3.692 2.790 -3.713
C 1.42499 1.03282 -1.42996 -1.138 -1.393 -1.599
O 1.24423 0.30789 -2.31574 0.468 0.876 0.992
C 3.37634 1.58117 0.18681 0.027 0.581 0.980
O 4.48164 1.25116 0.19735 -0.029 -0.178 -0.209
C 1.96812 3.66613 -0.85620 0.306 -0.745 0.515
O 2.61027 4.36410 -1.53710 -0.508 0.006 0.215
H 0.26604 2.81262 2.24787 0.348 -0.654 -0.389
H 1.43337 -0.89352 1.54412 -0.329 -0.231 -0.290
H -0.39010 -0.64656 1.95091 0.298 0.031 0.384
```
Forces are in eV/Å.

(2)
The following is a quantum chemistry calculation of a structure of composition C14H10F4N2O4S, from the Open Molecules 2025 dataset.

Summary:
Charge: 0
DFT total energy, eV: -47547.3816
Kohn-Sham gap, eV: 5.84
Energy relative to the best compared isomer or geometry (same formula, charge and spin), kcal per mole: 158.6
LUMO energy, hartree: -0.0928
Largest force on an atom, Eh/bohr: 0.1801

Structure (XYZ):
```
35
Properties=species:S:1:pos:R:3:forces:R:3
O 4.86447 -3.51710 -1.05447 -0.591 -2.290 8.318
O 3.74220 -4.90601 -2.74726 -4.067 -6.537 1.974
F -3.24963 3.58288 4.33716 -0.364 -0.110 -1.474
F -5.10623 4.09643 3.32193 1.669 -0.298 -0.643
F -1.79605 4.50515 0.44356 -0.030 0.643 0.350
F -0.87933 4.24872 2.43199 -0.849 0.373 -0.574
O -4.05816 2.26155 2.62200 -0.181 2.601 1.375
O -3.15173 4.44589 2.20070 -0.286 -1.330 0.844
C -3.21984 0.37316 1.60119 0.606 -1.913 0.150
C 0.15293 -1.78976 -0.09960 0.056 0.544 -0.546
C 0.86859 0.23717 -1.15562 -0.775 0.559 0.200
C -2.21040 -0.32545 0.90649 -1.362 0.270 0.423
C 1.13307 -2.47724 -0.80940 -0.440 0.933 0.069
C 1.79722 -0.42273 -1.92354 -0.215 -0.469 0.436
C -0.96202 1.69963 0.73800 0.113 0.807 0.314
C -3.04092 1.67848 1.93303 0.460 1.092 -0.991
C -0.02057 -0.40310 -0.25314 1.365 -0.160 -0.797
C -1.07421 0.33402 0.46127 0.113 0.269 0.307
C 1.95031 -1.78978 -1.71590 -1.798 0.157 1.399
C -1.95858 2.39803 1.42441 -0.514 0.236 0.606
N 4.57781 -3.07126 -2.96829 6.457 1.695 -6.417
N 2.86208 -2.46649 -2.44254 -4.475 2.061 -0.171
C -3.86363 3.60044 3.11208 -0.004 -0.811 -0.500
C -1.95787 3.92866 1.63751 0.358 -1.972 0.553
S 3.68420 -3.79888 -1.83934 4.880 2.080 -3.961
H -4.10209 -0.12298 2.01156 0.271 -0.004 -0.340
H -0.53272 -2.32358 0.53501 0.090 -0.242 0.217
H 0.84881 1.30788 -1.34347 -0.497 -0.056 0.270
H -2.36597 -1.39092 0.71087 0.070 0.488 -0.001
H 1.18676 -3.55234 -0.70957 0.220 -0.149 0.061
H 2.34696 0.11251 -2.69630 0.119 -0.178 0.304
H -0.05148 2.25426 0.49340 -0.347 -0.247 -0.197
H 5.44479 -2.96625 -2.47742 1.045 1.108 -0.400
H 4.67850 -3.81308 -3.63879 0.172 0.366 -1.530
H 3.46273 -1.92790 -3.04751 -1.267 0.485 0.370
```
Forces are in eV/Å.

(3)
The following is a quantum chemistry calculation of a structure of composition C14H10MoN2O6S2, from the Open Molecules 2025 dataset.

Summary:
Charge: +2
DFT total energy, eV: -53453.8469
Kohn-Sham gap, eV: 4.43
Energy relative to the best compared isomer or geometry (same formula, charge and spin), kcal per mole: 0.0
LUMO energy, hartree: -0.3566
Largest force on an atom, Eh/bohr: 0.0023

Structure (XYZ):
```
35
Properties=species:S:1:pos:R:3:forces:R:3
Mo -0.36536 0.10312 -0.07006 0.026 0.049 0.106
O 2.46273 -3.52850 -3.17531 -0.017 0.018 0.016
C 1.16485 -3.79732 -3.31006 0.010 -0.011 0.003
C 0.82613 -4.91672 -4.07212 0.009 0.002 -0.004
C -0.49244 -5.25445 -4.25503 -0.015 0.004 0.005
C -1.53100 -4.49461 -3.68833 0.018 0.007 0.000
C -1.22071 -3.39705 -2.93952 -0.006 -0.011 -0.006
C 0.12966 -3.02246 -2.73153 -0.044 0.000 -0.004
C 0.43187 -1.87548 -1.95073 0.026 0.007 -0.013
O -0.61021 -1.16528 -1.38910 0.077 0.006 -0.008
N 1.60535 -1.39794 -1.68558 -0.011 0.002 -0.004
N 1.52025 -0.26099 -0.90715 -0.100 -0.038 0.001
C 2.60040 0.46798 -0.83050 0.012 0.009 0.000
C 2.72202 1.71426 -0.15572 -0.012 -0.034 -0.004
C 3.96821 2.35528 -0.07199 0.010 0.016 0.002
C 4.07310 3.57493 0.56261 -0.009 -0.010 -0.003
C 2.94150 4.17388 1.11557 0.006 -0.012 -0.006
C 1.69200 3.56814 1.04521 -0.033 -0.004 -0.001
C 1.60877 2.35075 0.40982 0.032 0.017 -0.022
O 0.41167 1.70028 0.29945 -0.042 -0.030 -0.002
H 2.60889 -2.73514 -2.63778 0.010 -0.009 -0.010
H 1.62731 -5.49783 -4.50681 0.002 0.000 0.001
H -0.73552 -6.12594 -4.84827 0.003 -0.002 -0.002
H -2.56087 -4.77956 -3.84534 -0.001 -0.001 -0.003
H -2.00745 -2.80155 -2.49748 0.004 0.002 -0.001
H 3.46506 0.07185 -1.35511 0.000 0.001 0.005
H 4.83946 1.88043 -0.50505 0.004 0.003 0.005
H 5.03149 4.06948 0.63028 0.000 -0.001 0.001
H 3.03177 5.13235 1.60901 -0.003 0.001 0.000
H 0.81090 4.03332 1.46438 0.005 0.005 0.001
O -3.99438 0.13668 1.53677 0.000 0.007 -0.014
S -3.77327 0.74807 0.29209 0.027 -0.038 0.006
O -4.71632 1.37375 -0.53272 0.005 -0.002 0.030
O -2.39849 0.73498 -0.21127 0.005 0.042 -0.063
S -0.14241 -1.00179 1.63589 0.006 0.007 -0.011
```
Forces are in eV/Å.